# 1
Computed, not measured: a cluster of 2 separate species, C2H3ClO2 in total, with ωB97M-V/def2-TZVPD.

The geometry in ORCA input format:
```
! wB97M-V def2-TZVPD RIJCOSX def2/J DEFGRID3
* xyz 0 1
O 0.80 1.40 0.30
C -0.33 1.37 -0.06
Cl -0.77 1.20 -1.72
H -1.19 1.63 0.49
C 0.43 -1.42 0.19
O -0.61 -0.89 0.06
H 0.41 -2.58 0.28
H 1.26 -0.71 0.44
*
```

Output
SMILES = O=CCl.C=O
orbital gap = 11.174 eV
HOMO energy = -10.54 eV
energy above the lowest of the compared OMol25 structures with the same formula, charge and spin = 1.6053 eV


# 2
Computed, not measured: a structure of composition C4H4CsLiO2, with ωB97M-V/def2-TZVPD.

The geometry in ORCA input format:
```
! wB97M-V def2-TZVPD RIJCOSX def2/J DEFGRID3
* xyz 1 2
H -3.35 -1.29 -1.99
C -0.58 -2.51 -3.15
C -1.79 -3.03 -2.81
C -3.06 -2.27 -3.01
C -4.17 -3.13 -3.26
O -5.27 -3.36 -2.87
O 0.55 -3.12 -3.15
Cs 4.45 -5.37 -4.26
Li -6.72 -3.07 -1.71
H -0.56 -1.43 -3.41
H -1.86 -4.06 -2.43
H -2.99 -1.51 -3.80
*
```

Output
orbital gap (spin up / spin down) = 4.562 / 4.342 eV
HOMO energy (spin up / spin down) = -8.12 / -8.02 eV
<S²> = 0.7553
energy above the lowest of the compared OMol25 structures with the same formula, charge and spin = 0.1641 eV


# 3
Computed, not measured: a structure of composition C20H33AsMoNO6SSi3, with ωB97M-V/def2-TZVPD.

The geometry in ORCA input format:
```
! wB97M-V def2-TZVPD RIJCOSX def2/J DEFGRID3
* xyz 3 1
Mo 0.14 1.23 1.03
C 1.53 -0.14 -3.12
Si 1.80 -1.03 -1.47
C 3.58 -1.71 -1.42
C 0.30 -2.12 -1.00
C 1.74 0.37 0.34
Si 2.48 2.15 -0.24
C 1.49 2.91 -1.69
C 4.33 2.17 -0.64
C 2.15 3.00 1.50
Si 2.85 -0.52 1.68
C 4.69 -0.21 1.94
C 2.27 -2.34 1.85
C 1.78 0.11 3.17
C 2.09 0.01 4.50
C 1.08 -0.15 5.46
C -0.22 -0.31 5.02
C -0.49 -0.17 3.66
N 0.47 0.13 2.76
H 1.56 -0.89 -3.90
H 2.30 0.58 -3.36
H 0.56 0.36 -3.20
H 3.69 -2.41 -2.25
H 3.85 -2.24 -0.52
H 4.31 -0.93 -1.58
H -0.27 -2.33 -1.90
H -0.36 -1.63 -0.29
H 0.59 -3.08 -0.59
H 2.05 2.87 -2.62
H 1.28 3.96 -1.50
H 0.53 2.41 -1.86
H 4.53 1.60 -1.54
H 4.98 1.82 0.15
H 4.61 3.20 -0.86
H 1.26 2.49 2.00
H 1.90 4.06 1.41
H 3.00 2.92 2.17
H 5.29 -0.45 1.07
H 5.05 -0.85 2.74
H 4.93 0.81 2.23
H 2.63 -3.00 1.07
H 1.19 -2.41 1.87
H 2.64 -2.74 2.78
H 3.13 0.01 4.81
H 1.33 -0.21 6.51
H -1.02 -0.55 5.70
H -2.36 -0.60 3.79
O -3.48 0.01 -0.91
As -3.05 0.61 0.67
O -1.69 -0.37 3.12
O -1.23 0.42 0.39
C -3.50 2.50 0.25
C -4.69 2.73 -0.44
C -5.23 4.01 -0.54
C -4.60 5.09 0.05
C -3.40 4.90 0.72
C -2.90 3.61 0.83
S -1.33 3.39 1.56
O -1.29 2.14 2.39
O -0.72 4.50 2.18
O -0.43 2.89 0.39
H -3.84 -0.89 -0.97
H -5.20 1.89 -0.91
H -6.16 4.15 -1.08
H -5.01 6.09 -0.03
H -2.86 5.71 1.18
*
```

Output
orbital gap = 6.202 eV
HOMO energy = -17.92 eV


# 4
Computed, not measured: an isolated molecule of C7H12, with ωB97M-V/def2-TZVPD.

The geometry in ORCA input format:
```
! wB97M-V def2-TZVPD RIJCOSX def2/J DEFGRID3
* xyz 0 1
C -0.60 -2.27 0.28
C 0.19 -1.19 0.39
C 1.33 -0.93 1.35
C -0.24 0.22 -0.07
C -0.83 1.16 1.02
C 0.08 0.58 -1.33
C -0.05 1.98 -1.88
H -1.69 -2.21 0.24
H -0.18 -3.27 0.40
H 1.08 -0.48 2.35
H 1.80 -1.87 1.59
H 1.91 -0.21 0.83
H -0.50 2.24 1.19
H -1.90 1.02 1.15
H -0.25 0.65 1.91
H 0.57 -0.14 -2.03
H 0.99 2.35 -2.05
H -0.38 2.08 -2.91
H -0.70 2.56 -1.15
*
```

Output
SMILES = C=C(C)/C(C)=C/C
orbital gap = 9.819 eV
HOMO energy = -8.86 eV
energy above the lowest of the compared OMol25 structures with the same formula, charge and spin = 2.6875 eV


# 5
Computed, not measured: an isolated molecule of C4H9NO2, with ωB97M-V/def2-TZVPD.

The geometry in ORCA input format:
```
! wB97M-V def2-TZVPD RIJCOSX def2/J DEFGRID3
* xyz 0 1
C 2.07 -1.00 0.31
N 1.39 0.13 -0.26
C -0.04 0.41 -0.41
C -0.65 0.92 0.99
O 0.07 1.64 1.66
C -0.76 -0.85 -0.94
O -2.20 -0.68 -1.19
H 3.17 -0.66 0.61
H 2.30 -1.80 -0.40
H 1.57 -1.43 1.08
H 1.75 0.89 0.33
H -0.05 1.15 -1.23
H -1.77 0.87 1.23
H -0.30 -1.16 -1.93
H -0.53 -1.86 -0.53
H -2.59 -1.45 -0.75
*
```

Output
SMILES = CN[C@H](C=O)CO
orbital gap = 9.411 eV
HOMO energy = -8.84 eV
energy above the lowest of the compared OMol25 structures with the same formula, charge and spin = 3.5122 eV


# 6
Computed, not measured: a cluster of 12 separate species, C6H34NO12 in total, with ωB97M-V/def2-TZVPD.

The geometry in ORCA input format:
```
! wB97M-V def2-TZVPD RIJCOSX def2/J DEFGRID3
* xyz 0 2
O 2.78 -1.55 1.06
C 1.62 -1.07 1.30
C 1.24 0.16 0.52
C -0.23 0.57 0.53
C -0.51 2.07 0.45
C -0.93 3.48 -1.51
C -0.07 2.71 -0.86
N 1.61 -0.29 -0.93
H 0.86 -1.41 2.03
H 1.92 0.98 0.72
H -0.73 0.13 1.39
H -0.70 0.14 -0.36
H -1.51 2.41 0.70
H 0.13 2.54 1.21
H -0.75 4.03 -2.43
H -2.00 3.51 -1.28
H 0.95 2.60 -1.19
H 0.82 -0.44 -1.55
H 2.29 -1.06 -0.85
H 2.08 0.52 -1.33
H -2.43 -2.88 -0.41
H -3.82 -3.18 0.21
O -3.01 -2.68 0.36
H -2.89 -0.70 -0.90
H -3.55 0.36 -1.81
O -2.71 0.14 -1.37
H -2.17 -0.67 -3.36
H -1.01 -0.79 -4.36
O -1.84 -1.22 -4.08
H -2.74 -0.98 2.80
H -2.94 -1.11 1.29
O -2.92 -0.45 2.02
H -0.09 -2.79 -1.49
H 0.98 -3.63 -0.74
O 0.65 -2.74 -0.85
H 2.73 0.78 3.13
H 4.10 0.55 2.62
O 3.31 1.07 2.41
H 0.77 1.08 4.82
H 0.96 -0.49 4.60
O 1.39 0.35 4.80
H -2.57 -3.46 -2.48
H -1.60 -2.35 -2.86
O -1.82 -2.98 -2.10
H -1.83 1.22 3.03
H -1.17 2.44 3.59
O -0.96 1.55 3.29
H 3.50 2.81 -1.39
H 4.06 2.07 -0.09
O 3.74 1.96 -0.99
H -0.30 1.28 -3.15
H 0.83 0.98 -4.14
O 0.23 0.55 -3.51
*
```

Output
orbital gap (spin up / spin down) = 3.273 / 6.804 eV
HOMO energy (spin up / spin down) = -3.42 / -6.98 eV
<S²> = 0.7530


# 7
Computed, not measured: a structure of composition C48H33N7O5P2Se2Ti, with ωB97M-V/def2-TZVPD.

The geometry in ORCA input format:
```
! wB97M-V def2-TZVPD RIJCOSX def2/J DEFGRID3
* xyz -2 3
Ti -0.67 1.88 2.32
C 1.03 -1.21 6.50
C 1.45 -1.34 5.18
C 0.64 -0.92 4.14
C -0.61 -0.34 4.38
C -1.02 -0.20 5.71
C -0.21 -0.63 6.75
N -1.35 0.17 3.32
C -2.66 -0.15 3.16
C -3.36 -1.18 3.82
C -4.68 -1.44 3.54
C -5.38 -0.69 2.58
C -4.73 0.32 1.91
C -3.38 0.59 2.17
N -2.64 1.57 1.57
N -3.21 2.35 0.67
C -2.34 3.27 0.21
C -2.74 4.17 -0.81
C -1.84 5.06 -1.32
C -0.52 5.08 -0.84
C -0.19 4.18 0.16
N -1.06 3.31 0.68
H 1.66 -1.52 7.31
H 2.42 -1.77 4.97
H 0.96 -1.00 3.11
H -1.97 0.28 5.92
H -0.54 -0.49 7.78
H -2.83 -1.78 4.55
H -5.19 -2.24 4.06
H -6.42 -0.90 2.38
H -5.23 0.92 1.16
H -3.77 4.13 -1.16
H -2.14 5.75 -2.10
H 0.23 5.76 -1.22
H 0.81 4.13 0.56
O 0.70 4.58 7.71
C 0.45 4.11 6.62
C -0.91 4.14 5.93
O -1.92 4.66 6.37
C -0.69 3.42 4.67
C 0.64 2.99 4.56
O 0.97 2.34 3.50
C 1.44 3.40 5.71
O 2.62 3.24 5.93
O -1.49 3.16 3.71
Se 4.80 1.37 -1.82
P 3.15 0.08 -1.98
C 2.32 0.34 -3.59
C 1.05 0.90 -3.61
C 0.41 1.14 -4.82
C 1.03 0.82 -6.01
C 2.33 0.31 -6.00
C 2.97 0.09 -4.79
C 3.67 -1.65 -1.76
C 4.26 -2.42 -2.76
C 4.81 -3.65 -2.47
C 4.79 -4.14 -1.17
C 4.20 -3.38 -0.16
C 3.64 -2.15 -0.46
C 1.83 0.27 -0.79
C 0.61 -0.41 -0.56
N 0.04 0.21 0.48
N 0.85 1.17 0.87
N 1.94 1.23 0.15
P -0.40 -1.73 -1.26
Se -1.29 -2.95 0.20
C 0.58 -2.72 -2.45
C 1.14 -3.91 -1.99
C 1.78 -4.77 -2.86
C 1.87 -4.46 -4.21
C 1.32 -3.28 -4.68
C 0.67 -2.41 -3.80
C -1.65 -0.89 -2.28
C -2.32 -1.62 -3.26
C -3.33 -1.03 -4.00
C -3.70 0.29 -3.75
C -3.06 1.00 -2.75
C -2.03 0.42 -2.01
H 0.55 1.16 -2.69
H -0.59 1.55 -4.82
H 0.53 0.98 -6.96
H 2.84 0.09 -6.93
H 4.00 -0.24 -4.79
H 4.28 -2.07 -3.78
H 5.26 -4.24 -3.26
H 5.23 -5.10 -0.94
H 4.17 -3.75 0.85
H 3.20 -1.56 0.33
H 1.03 -4.17 -0.94
H 2.22 -5.69 -2.48
H 2.36 -5.14 -4.90
H 1.37 -3.02 -5.73
H 0.23 -1.51 -4.19
H -2.05 -2.66 -3.44
H -3.84 -1.60 -4.76
H -4.50 0.75 -4.32
H -3.36 2.02 -2.51
H -1.56 0.97 -1.21
*
```

Output
orbital gap (spin up / spin down) = 4.974 / 5.583 eV
HOMO energy (spin up / spin down) = -1.50 / -2.10 eV
<S²> = 2.0266
energy above the lowest of the compared OMol25 structures with the same formula, charge and spin = 0.0000 eV


# 8
Computed, not measured: a cluster of 2 separate species, C9H14 in total, with ωB97M-V/def2-TZVPD.

The geometry in ORCA input format:
```
! wB97M-V def2-TZVPD RIJCOSX def2/J DEFGRID3
* xyz 0 1
C 1.53 0.60 -1.60
C 1.02 -0.43 -0.72
C 0.36 -0.11 0.53
C -0.17 -1.18 1.25
C -0.13 -2.52 0.73
C 0.49 -2.77 -0.48
C 1.14 -1.76 -1.15
H 0.81 0.94 -2.39
H 2.60 0.41 -1.97
H 1.71 1.57 -1.09
H 0.55 0.68 1.22
H -0.65 -1.08 2.25
H -0.55 -3.23 1.37
H 0.60 -3.74 -0.78
H 1.52 -1.93 -2.28
C -2.54 2.85 0.65
C -1.04 3.29 0.74
H -3.34 3.60 0.68
H -2.95 2.50 -0.29
H -2.68 2.08 1.48
H -0.29 2.47 0.52
H -0.67 3.91 1.62
H -0.75 3.94 -0.09
*
```

Output
SMILES = Cc1ccccc1.CC
orbital gap = 9.887 eV
HOMO energy = -8.85 eV
energy above the lowest of the compared OMol25 structures with the same formula, charge and spin = 2.0172 eV


# 9
Computed, not measured: a structure of composition C31H30BF7MnN6O3S, with ωB97M-V/def2-TZVPD.

The geometry in ORCA input format:
```
! wB97M-V def2-TZVPD RIJCOSX def2/J DEFGRID3
* xyz 0 6
Mn -2.44 15.36 11.89
C -0.15 16.55 15.66
F -1.26 16.53 16.38
F 0.75 17.28 16.30
F 0.33 15.22 15.63
S -0.50 17.21 13.96
O 0.75 17.13 13.30
O -1.51 16.23 13.55
O -1.11 18.46 14.16
B -4.26 13.69 9.14
F -5.32 14.51 8.75
F -3.52 14.41 10.23
F -4.78 12.45 9.68
F -3.46 13.58 8.07
N 4.44 15.42 11.82
C 4.28 14.04 11.75
C 3.68 13.33 12.75
C 3.13 14.03 13.81
C 3.07 15.39 13.70
C 3.85 16.06 12.76
H 4.66 13.50 10.89
H 3.71 12.21 12.64
H 2.76 13.57 14.71
H 2.62 16.00 14.50
H 3.84 17.14 12.71
N -1.42 13.38 12.16
C -0.94 12.89 13.32
C -0.23 11.70 13.38
C -0.08 10.97 12.25
C -0.60 11.43 11.04
C -1.21 12.67 11.05
H -1.18 13.41 14.26
H 0.24 11.46 14.35
H 0.56 10.10 12.30
H -0.50 10.85 10.17
H -1.69 13.14 10.23
N -0.23 22.07 9.38
C 0.00 21.61 10.63
C 0.74 20.51 10.86
C 1.56 19.91 9.86
C 1.35 20.41 8.59
C 0.47 21.50 8.44
H -0.46 22.20 11.43
H 0.88 20.20 11.87
H 2.24 19.12 10.16
H 1.92 20.07 7.71
H 0.34 21.81 7.43
N -3.62 17.31 11.23
C -4.74 17.26 10.47
C -5.59 18.27 10.14
C -5.39 19.49 10.72
C -4.29 19.60 11.53
C -3.43 18.51 11.80
H -4.85 16.34 9.87
H -6.44 18.15 9.51
H -5.92 20.38 10.40
H -3.92 20.53 11.88
H -2.59 18.60 12.46
N -4.44 15.12 13.26
C -5.50 14.33 12.95
C -6.73 14.48 13.66
C -6.79 15.36 14.72
C -5.84 16.30 14.86
C -4.68 16.10 14.19
H -5.43 13.66 12.08
H -7.51 13.80 13.35
H -7.62 15.44 15.38
H -5.89 17.07 15.64
H -3.79 16.66 14.52
N -0.95 15.63 10.10
C 0.36 15.42 10.40
C 1.32 15.56 9.47
C 1.04 15.76 8.18
C -0.28 15.84 7.80
C -1.23 15.77 8.83
H 0.54 15.16 11.45
H 2.39 15.36 9.83
H 1.84 15.70 7.46
H -0.57 15.88 6.75
H -2.26 15.91 8.52
*
```

Output
orbital gap (spin up / spin down) = 9.580 / 9.531 eV
HOMO energy (spin up / spin down) = -9.42 / -9.55 eV
<S²> = 8.7520
energy above the lowest of the compared OMol25 structures with the same formula, charge and spin = 0.8776 eV


# 10
Computed, not measured: a cluster of 2 separate species, C8H19NO in total, with ωB97M-V/def2-TZVPD.

The geometry in ORCA input format:
```
! wB97M-V def2-TZVPD RIJCOSX def2/J DEFGRID3
* xyz 0 1
C 4.06 -1.14 -0.33
C 3.06 -0.11 0.18
C 3.80 1.23 0.19
O 2.60 -0.38 1.52
C 1.80 -0.18 -0.67
N 0.70 0.46 0.07
H 4.93 -1.20 0.31
H 4.42 -0.88 -1.33
H 3.59 -2.12 -0.38
H 4.15 1.50 -0.81
H 4.66 1.13 0.85
H 3.18 2.06 0.54
H 1.67 -0.05 1.52
H 1.98 0.24 -1.66
H 1.55 -1.25 -0.81
H -0.20 0.15 -0.31
H 0.72 1.46 -0.14
C -4.66 -0.77 0.43
C -3.18 -0.90 0.02
C -3.12 0.61 -0.21
C -4.60 0.74 0.17
H -4.83 -1.00 1.49
H -5.39 -1.28 -0.19
H -3.00 -1.53 -0.87
H -2.55 -1.24 0.84
H -2.88 0.90 -1.25
H -2.45 1.14 0.46
H -4.77 1.36 1.03
H -5.23 1.05 -0.67
*
```

Output
SMILES = CC(C)(O)CN.C1CCC1
orbital gap = 10.465 eV
HOMO energy = -9.69 eV
energy above the lowest of the compared OMol25 structures with the same formula, charge and spin = 1.7524 eV


# 11
Computed, not measured: a cluster of 2 separate species, C4H7IN in total, with ωB97M-V/def2-TZVPD.

The geometry in ORCA input format:
```
! wB97M-V def2-TZVPD RIJCOSX def2/J DEFGRID3
* xyz 1 1
C -0.16 -1.11 0.70
C -0.92 -0.79 -0.65
C -0.21 1.34 0.47
C 0.56 0.14 0.56
N -0.07 0.49 -0.74
I 4.04 0.31 -0.05
H -0.83 -1.17 1.53
H 0.58 -2.01 0.67
H -0.55 -1.47 -1.37
H -1.92 -0.66 -0.73
H -1.25 1.76 0.83
H 0.44 2.20 0.34
H 0.30 0.96 -1.56
*
```

Output
orbital gap (spin up / spin down) = 7.460 / 6.727 eV
HOMO energy (spin up / spin down) = -13.53 / -13.19 eV
energy above the lowest of the compared OMol25 structures with the same formula, charge and spin = 5.3179 eV


# 12
Computed, not measured: an isolated molecule of C5H11NO, with ωB97M-V/def2-TZVPD.

The geometry in ORCA input format:
```
! wB97M-V def2-TZVPD RIJCOSX def2/J DEFGRID3
* xyz 0 1
C -1.67 -2.12 -0.89
N -0.71 -1.04 -0.83
C -0.63 -0.19 0.23
O -1.33 -0.32 1.22
C 0.40 0.94 0.08
C 0.35 1.86 1.29
C 1.81 0.39 -0.15
H -1.21 -3.10 -0.72
H -2.17 -2.13 -1.86
H -2.41 -1.95 -0.11
H -0.11 -0.88 -1.62
H 0.11 1.51 -0.82
H 0.68 1.33 2.19
H -0.67 2.22 1.48
H 1.01 2.72 1.14
H 2.52 1.22 -0.27
H 2.14 -0.21 0.70
H 1.88 -0.24 -1.05
*
```

Output
SMILES = CNC(=O)C(C)C
orbital gap = 10.464 eV
HOMO energy = -9.59 eV
energy above the lowest of the compared OMol25 structures with the same formula, charge and spin = 0.1198 eV


Number 1: strongest force on any atom 2.5 eV/A. Number 2: strongest force on any atom 4.3 eV/A. Number 3: strongest force on any atom 4.5 eV/A. Number 4: strongest force on any atom 3.8 eV/A. Number 5: strongest force on any atom 3.6 eV/A. Number 6: strongest force on any atom 2.1 eV/A. Number 7: strongest force on any atom 0.6 eV/A. Number 8: strongest force on any atom 3.9 eV/A. Number 9: strongest force on any atom 4.5 eV/A. Number 10: strongest force on any atom 1.4 eV/A. Number 11: strongest force on any atom 4.8 eV/A. Number 12: strongest force on any atom 0.3 eV/A.